# 1
Entry from the OMol25 dataset: one molecule with the formula C3H8NO2P (wB97M-V/def2-TZVPD).

Results
SMILES string = NCCCP(=O)=O
Frontier orbital gap = 0.3868 Eh
E_tot = -18115.082 eV
LUMO level = 0.39 eV
HOMO energy = -10.1 eV

Positions of all 15 atoms, in Å:
O1 0.87 3.24 0.03
O2 0.32 1.72 2.14
N1 -1.69 0.03 -0.33
P1 0.74 1.90 0.68
C1 -0.76 -1.16 -0.53
C2 1.29 0.31 -0.20
C3 0.49 -0.91 0.24
H1 -2.45 0.04 -0.97
H2 -1.99 0.06 0.65
H3 -1.21 -2.07 -0.25
H4 -0.41 -1.27 -1.55
H5 2.34 0.18 -0.01
H6 1.03 0.57 -1.18
H7 0.28 -0.88 1.21
H8 1.14 -1.78 0.07

# 2
Entry from the OMol25 dataset: a 2-piece molecular cluster, C3H8NO2P overall (wB97M-V/def2-TZVPD).

Results
Multiplicity = 3
Frontier orbital gap (spin up / spin down) = 0.2871 / 0.3542 Eh
E_tot = -18110.823 eV
LUMO level (spin up / spin down) = 0.69 / -0.39 eV
HOMO energy (spin up / spin down) = -7.1 / -10.0 eV

Positions of all 15 atoms, in Å:
C1 1.68 0.66 -0.20
C2 -1.50 0.80 -0.91
C3 1.39 -0.76 -0.30
N1 1.13 -1.61 0.77
O1 1.45 1.08 1.05
O2 1.77 1.37 -1.16
P1 -2.90 0.12 -0.07
H1 -1.23 1.70 -0.40
H2 -1.62 0.88 -2.05
H3 1.58 -1.33 -1.21
H4 0.84 -1.30 1.66
H5 1.48 2.02 1.04
H6 1.02 -2.69 0.65
H7 -2.30 0.26 1.19
H8 -2.78 -1.22 -0.06

# 3
Entry from the OMol25 dataset: a 2-piece molecular cluster, C3H8NO2S overall (wB97M-V/def2-TZVPD).

Results
Frontier orbital gap = 0.2189 Eh
E_tot = -19662.310 eV
LUMO level = 3.20 eV
Net charge = -1
HOMO energy = -2.8 eV

Positions of all 15 atoms, in Å:
O1 -0.23 -3.25 2.11
C1 -0.64 -2.15 1.77
N1 -0.84 -1.76 0.50
C2 -1.12 -0.39 0.11
C3 -0.41 -0.01 -1.19
S1 1.41 -0.14 -1.06
H1 -0.97 -1.40 2.49
H2 -0.38 -2.33 -0.20
H3 -0.81 0.33 0.87
H4 -2.19 -0.33 -0.04
H5 -0.76 0.99 -1.44
H6 -0.65 -0.71 -1.98
H7 1.03 6.21 -0.41
H8 0.21 5.16 -1.12
O2 0.14 6.02 -0.70

# 4
Entry from the OMol25 dataset: a 2-piece molecular cluster, C3H8NO2S overall (wB97M-V/def2-TZVPD).

Results
Frontier orbital gap = 0.2463 Eh
E_tot = -19662.450 eV
LUMO level = 3.86 eV
Net charge = -1
HOMO energy = -2.8 eV

Positions of all 15 atoms, in Å:
C1 -0.57 -0.85 -0.26
C2 -0.84 0.58 0.27
S1 0.51 1.84 0.18
C3 -0.28 -1.86 0.74
N1 0.16 -1.54 2.00
O1 -0.31 -3.08 0.49
H1 0.28 -0.65 -0.93
H2 -1.41 -1.14 -0.89
H3 -1.16 0.51 1.33
H4 -1.67 0.89 -0.38
H5 0.47 -2.27 2.64
H6 0.18 -0.60 2.35
H7 2.20 2.50 -2.19
H8 0.84 2.53 -2.78
O2 1.57 3.13 -2.57

# 5
Entry from the OMol25 dataset: a 2-piece molecular cluster, C3H8NO2S overall (wB97M-V/def2-TZVPD).

Results
Frontier orbital gap = 0.2220 Eh
E_tot = -19660.365 eV
LUMO level = 3.54 eV
Net charge = -1
HOMO energy = -2.5 eV

Positions of all 15 atoms, in Å:
O1 1.66 0.69 1.61
C1 1.05 -0.38 1.33
N1 0.07 -0.06 0.43
C2 -0.90 -1.05 -0.23
C3 -0.02 -1.64 -1.30
S1 -0.41 -1.08 -2.92
H1 0.98 -1.45 1.80
H2 0.08 0.93 0.03
H3 -1.77 -0.42 -0.51
H4 -1.24 -1.64 0.65
H5 -0.35 -2.65 -1.16
H6 0.99 -1.45 -1.10
H7 0.03 3.51 -0.39
H8 0.16 3.29 1.30
O2 -0.32 3.41 0.46

# 6
Entry from the OMol25 dataset: a 2-piece molecular cluster, C3H8NO2S overall (wB97M-V/def2-TZVPD).

Results
Frontier orbital gap = 0.3327 Eh
E_tot = -19651.319 eV
LUMO level = -3.96 eV
Net charge = +1
HOMO energy = -13.0 eV

Positions of all 15 atoms, in Å:
C1 0.19 0.11 -0.34
C2 1.77 -1.81 -1.47
C3 -1.64 1.63 1.08
N1 -2.60 0.74 1.23
O1 0.45 0.38 -1.59
O2 -1.75 2.83 0.53
S1 1.06 -1.29 0.09
H1 1.63 -2.91 -1.59
H2 2.82 -1.88 -1.33
H3 1.57 -1.08 -2.24
H4 -0.54 1.28 1.12
H5 -2.47 -0.17 1.58
H6 -3.57 1.05 1.03
H7 0.07 1.21 -1.82
H8 -2.55 3.22 0.21

# 7
Entry from the OMol25 dataset: an isolated ion of composition C3H8NO2S2 and charge +1 (wB97M-V/def2-TZVPD).

Results
SMILES string = [NH3+][C@@H](CSS)C(=O)O
Frontier orbital gap = 0.3715 Eh
E_tot = -30489.866 eV
LUMO level = -3.40 eV
Net charge = +1
HOMO energy = -13.5 eV

Positions of all 16 atoms, in Å:
N1 0.40 1.35 -0.52
C1 0.41 -0.14 -0.66
C2 -0.69 -0.53 -1.64
O1 -0.64 -1.84 -1.87
O2 -1.38 0.30 -2.16
C3 0.13 -0.80 0.70
S1 1.14 -0.07 2.04
S2 0.23 1.31 3.09
H1 0.61 1.84 -1.39
H2 1.16 1.58 0.13
H3 -0.51 1.65 -0.22
H4 1.37 -0.45 -1.06
H5 -1.50 -2.21 -2.12
H6 -0.92 -0.84 1.00
H7 0.48 -1.82 0.55
H8 -0.31 0.67 4.14

# 8
Entry from the OMol25 dataset: C3H8NO3 as an isolated structure (wB97M-V/def2-TZVPD).

Results
Frontier orbital gap = 0.2549 Eh
E_tot = -10873.511 eV
LUMO level = 3.98 eV
Net charge = -1
HOMO energy = -3.0 eV

Positions of all 15 atoms, in Å:
C1 -1.06 0.39 -1.43
N1 -0.28 -0.52 -0.52
C2 -1.08 -0.88 0.69
O1 -2.26 -1.40 0.41
H1 -1.97 -0.08 -1.77
H2 -0.52 0.85 -2.23
H3 -1.42 1.23 -0.80
H4 -0.13 -1.40 -1.02
H5 -1.17 0.13 1.25
H6 -0.46 -1.44 1.38
O2 2.54 -0.42 1.53
C3 2.41 0.72 1.09
O3 1.49 1.07 0.21
H7 3.12 1.51 1.41
H8 0.79 0.23 -0.21

# 9
Entry from the OMol25 dataset: a 2-piece molecular cluster, C3H8NO3 overall (wB97M-V/def2-TZVPD).

Results
Frontier orbital gap = 0.1901 Eh
E_tot = -10872.340 eV
LUMO level = 3.07 eV
Net charge = -1
HOMO energy = -2.1 eV

Positions of all 15 atoms, in Å:
O1 2.14 1.02 -0.54
C1 1.75 0.29 -1.43
O2 1.91 -1.06 -1.41
H1 1.23 0.68 -2.35
H2 1.49 -1.47 -2.15
C2 -2.12 -0.36 1.17
O3 -2.80 -1.13 0.32
C3 -0.84 0.20 0.49
N1 -0.03 1.11 1.32
H3 -2.68 0.53 1.53
H4 -1.76 -0.90 2.09
H5 -0.27 -0.72 0.19
H6 -1.15 0.71 -0.40
H7 -0.27 1.04 2.29
H8 0.98 0.94 1.20

# 10
Entry from the OMol25 dataset: a 2-piece molecular cluster, C3H8NO3 overall (wB97M-V/def2-TZVPD).

Results
Frontier orbital gap = 0.3073 Eh
E_tot = -10874.607 eV
LUMO level = 4.00 eV
Net charge = -1
HOMO energy = -4.4 eV

Positions of all 15 atoms, in Å:
C1 0.27 0.34 1.44
O1 -0.74 0.12 0.52
C2 -0.10 -0.19 2.83
H1 0.52 1.42 1.55
H2 1.17 -0.14 1.02
H3 0.78 -0.26 3.47
H4 -0.50 -1.20 2.63
H5 -0.94 0.38 3.23
N1 0.15 -0.43 -1.74
C3 0.06 -0.19 -3.05
O2 -0.57 1.03 -3.33
O3 0.45 -0.88 -3.97
H6 0.26 -1.42 -1.56
H7 -0.44 -0.11 -0.52
H8 -0.37 1.54 -2.52

# 11
Entry from the OMol25 dataset: a 2-piece molecular cluster, C3H8NO3 overall (wB97M-V/def2-TZVPD).

Results
Frontier orbital gap = 0.4250 Eh
E_tot = -10866.017 eV
LUMO level = -3.82 eV
Net charge = +1
HOMO energy = -15.4 eV

Positions of all 15 atoms, in Å:
C1 2.39 0.56 -0.04
C2 -0.65 -0.77 0.95
C3 -0.78 -0.09 -0.38
N1 -1.18 1.19 -0.51
O1 3.15 -0.49 0.25
O2 -0.68 -0.82 -1.50
O3 1.24 0.54 -0.38
H1 2.94 1.44 0.09
H2 -1.59 -0.80 1.48
H3 -0.39 -1.79 0.67
H4 0.27 -0.28 1.44
H5 2.76 -1.38 0.24
H6 -1.56 1.73 0.20
H7 -0.89 1.77 -1.31
H8 -0.85 -0.49 -2.47

# 12
Entry from the OMol25 dataset: a 3-piece molecular cluster, C3H8NO4 overall (wB97M-V/def2-TZVPD).

Results
Frontier orbital gap = 0.1485 Eh
E_tot = -12915.587 eV
LUMO level = -0.37 eV
Net charge = -1
HOMO energy = -4.4 eV

Positions of all 16 atoms, in Å:
O1 -1.34 0.15 2.43
C1 -0.64 0.86 1.71
O2 -0.11 1.95 1.70
C2 -0.40 -0.03 0.42
C3 1.12 -0.34 0.16
O3 0.44 1.87 -2.08
N1 -1.06 0.53 -0.66
H1 -0.84 -1.03 0.57
H2 1.52 0.38 -0.54
H3 1.07 -1.38 -0.25
H4 1.68 -0.37 1.10
H5 -1.11 -0.16 -1.40
H6 -0.56 1.40 -1.04
H7 -0.26 -3.67 0.34
H8 0.30 2.77 -2.36
O4 0.20 -2.93 -0.09